Molecular formula: C48H94As3Cl3GeO2SeSi4Ti
Method: DFT, ωB97M-V/def2-TZVPD

Results
- LUMO level (eV) = -0.72
- energy above the lowest of the compared OMol25 structures with the same formula, charge and spin (kcal/mol) = 33.02
- electronic energy (eV) = -451975.2546

Geometry (Å):
Ti -0.546 -0.342 -1.139
C -8.004 -2.215 0.091
C -7.446 -0.872 0.586
C -8.352 0.268 0.100
C -7.454 -0.878 2.115
C -6.035 -0.700 0.026
C -4.906 -0.658 0.832
C -3.654 -0.627 0.249
Se -2.103 -0.364 1.372
C -2.392 1.531 1.212
C -3.241 2.202 2.068
C -3.636 3.497 1.748
C -3.158 4.029 0.554
C -2.292 3.382 -0.330
C -1.887 2.097 0.044
O -0.977 1.352 -0.610
C -1.944 4.110 -1.642
C -1.344 5.494 -1.352
C -0.960 3.359 -2.538
C -3.252 4.293 -2.431
C -4.607 4.303 2.607
C -5.891 4.556 1.805
C -3.969 5.645 2.992
C -4.980 3.562 3.891
C -3.474 -0.635 -1.130
O -2.190 -0.799 -1.566
C -4.587 -0.547 -1.971
C -5.833 -0.607 -1.348
C -4.581 -0.367 -3.499
C -5.372 0.910 -3.830
C -3.184 -0.219 -4.101
C -5.267 -1.559 -4.184
H -9.012 -2.374 0.484
H -7.372 -3.043 0.424
H -8.054 -2.248 -1.000
H -9.351 0.162 0.532
H -8.458 0.267 -0.987
H -7.948 1.238 0.400
H -8.477 -1.013 2.470
H -7.080 0.065 2.522
H -6.851 -1.696 2.518
H -4.978 -0.648 1.912
H -3.595 1.703 2.960
H -3.488 5.024 0.281
H -0.378 5.412 -0.852
H -1.997 6.105 -0.726
H -1.195 6.027 -2.294
H 0.004 3.214 -2.052
H -0.799 3.944 -3.447
H -1.340 2.381 -2.834
H -3.948 4.959 -1.917
H -3.750 3.331 -2.568
H -3.040 4.717 -3.415
H -5.697 5.161 0.916
H -6.625 5.084 2.419
H -6.332 3.610 1.479
H -3.724 6.243 2.112
H -3.048 5.485 3.558
H -4.656 6.226 3.612
H -5.499 2.623 3.679
H -5.652 4.184 4.485
H -4.100 3.342 4.500
H -6.707 -0.583 -1.987
H -4.984 1.767 -3.277
H -6.431 0.810 -3.588
H -5.292 1.126 -4.898
H -2.615 0.580 -3.623
H -3.280 0.026 -5.161
H -2.611 -1.141 -4.022
H -6.290 -1.700 -3.829
H -4.717 -2.485 -4.012
H -5.308 -1.380 -5.262
C 2.653 -1.119 2.894
As 3.178 -0.802 1.026
C 4.331 -2.358 0.697
C 4.702 0.359 1.537
C 4.527 1.887 1.592
C 4.414 2.447 0.172
C 3.302 2.351 2.406
As 1.462 2.059 1.698
C 1.224 3.834 0.905
C 0.595 2.522 3.402
C 5.805 2.496 2.210
As 6.585 2.137 3.994
C 7.278 0.308 3.769
C 5.095 1.675 5.185
H 3.491 -1.512 3.473
H 1.811 -1.801 2.960
H 2.342 -0.167 3.326
H 3.736 -3.252 0.534
H 4.895 -2.152 -0.216
H 5.032 -2.527 1.517
H 5.514 0.126 0.843
H 5.004 0.000 2.520
H 3.533 2.047 -0.334
H 5.292 2.182 -0.424
H 4.331 3.537 0.188
H 3.378 3.433 2.556
H 3.313 1.897 3.393
H 1.533 4.605 1.613
H 0.168 3.970 0.675
H 1.803 3.928 -0.013
H 1.170 3.280 3.937
H 0.491 1.639 4.035
H -0.402 2.914 3.192
H 5.702 3.586 2.191
H 6.654 2.278 1.554
H 7.641 0.166 2.752
H 6.525 -0.450 3.989
H 8.115 0.174 4.453
H 4.426 2.524 5.313
H 5.537 1.440 6.154
H 4.531 0.807 4.841
C -0.394 -2.948 3.267
Si 0.297 -4.006 1.858
C -0.496 -5.682 2.183
C 2.090 -4.419 2.254
Si -0.262 -3.070 -0.289
Si -2.413 -4.159 -0.410
C -3.344 -3.657 -1.974
C -3.459 -3.765 1.122
C -2.538 -6.037 -0.541
Si 0.719 -4.588 -1.842
C -0.422 -4.806 -3.326
C 2.406 -4.259 -2.621
C 0.944 -6.289 -1.078
H 0.230 -3.034 4.163
H -1.398 -3.302 3.521
H -0.478 -1.889 3.025
H -0.087 -6.063 3.124
H -0.280 -6.414 1.408
H -1.578 -5.613 2.294
H 2.095 -4.977 3.196
H 2.753 -3.567 2.368
H 2.518 -5.069 1.485
H -2.829 -2.870 -2.525
H -4.349 -3.300 -1.736
H -3.432 -4.518 -2.640
H -3.106 -2.895 1.676
H -3.444 -4.610 1.815
H -4.500 -3.576 0.841
H -1.991 -6.433 -1.396
H -3.599 -6.263 -0.695
H -2.205 -6.575 0.343
H -0.847 -3.856 -3.656
H -1.256 -5.473 -3.104
H 0.135 -5.231 -4.167
H 2.332 -3.592 -3.487
H 2.801 -5.215 -2.982
H 3.139 -3.836 -1.930
H 0.010 -6.692 -0.694
H 1.664 -6.275 -0.254
H 1.318 -6.977 -1.843
Cl 1.518 0.933 -1.703
Ge 2.358 -1.115 -2.497
Cl 3.232 -0.250 -4.355
Cl 0.045 -1.227 -3.316

***

Molecular formula: C33H41N7P2S2Ti
Method: DFT, ωB97M-V/def2-TZVPD

Results
- LUMO level (eV) = -12.88
- total charge = +4
- energy above the lowest of the compared OMol25 structures with the same formula, charge and spin (kcal/mol) = 42.52
- electronic energy (eV) = -108644.8517

Geometry (Å):
Ti 0.626 -0.439 0.984
C 1.234 -0.285 4.077
C -0.133 0.305 3.837
N -0.171 0.940 2.487
C 0.369 2.335 2.431
C 1.878 2.452 2.323
S 2.576 1.185 1.208
C 3.672 0.222 2.327
C 3.094 -1.143 2.685
N 1.620 -1.061 2.861
H 1.241 -0.939 4.952
H 1.983 0.485 4.250
H -0.395 1.041 4.601
H -0.911 -0.468 3.847
H -1.170 1.066 2.299
H 0.020 2.882 3.312
H -0.093 2.794 1.558
H 2.391 2.367 3.278
H 2.135 3.427 1.903
H 3.845 0.852 3.198
H 4.643 0.120 1.841
H 3.567 -1.524 3.597
H 3.282 -1.876 1.895
H 1.301 -2.022 3.006
C 5.045 -2.535 -2.300
C 3.858 -3.092 -1.619
N 3.530 -4.344 -1.534
N 2.383 -4.387 -0.812
C 1.984 -3.184 -0.437
S 0.536 -2.766 0.401
N 2.905 -2.338 -0.933
N 2.783 -0.960 -0.737
H 5.465 -3.304 -2.945
H 5.808 -2.248 -1.573
H 4.785 -1.671 -2.911
H 1.941 -5.281 -0.628
H 3.683 -0.603 -0.418
H 2.575 -0.512 -1.634
N -1.601 1.215 -0.216
P -0.077 1.114 -0.971
C -0.213 0.362 -2.591
C 0.358 -0.856 -2.947
C 0.198 -1.357 -4.229
C -0.549 -0.646 -5.158
C -1.133 0.567 -4.811
C -0.958 1.079 -3.537
C 0.498 2.784 -1.212
C 1.611 2.979 -2.036
C 2.080 4.259 -2.270
C 1.432 5.351 -1.704
C 0.310 5.166 -0.905
C -0.156 3.886 -0.650
P -1.921 -0.369 0.348
C -2.827 -1.294 -0.875
C -4.135 -0.827 -1.084
C -4.939 -1.439 -2.027
C -4.459 -2.527 -2.743
C -3.172 -3.001 -2.528
C -2.349 -2.385 -1.598
C -2.944 -0.215 1.806
C -3.311 -1.395 2.465
C -4.127 -1.329 3.581
C -4.587 -0.097 4.037
C -4.239 1.075 3.378
C -3.416 1.024 2.260
H -2.349 1.728 -0.690
H 0.889 -1.454 -2.212
H 0.644 -2.301 -4.507
H -0.678 -1.036 -6.158
H -1.707 1.119 -5.540
H -1.386 2.045 -3.297
H 2.091 2.141 -2.531
H 2.935 4.413 -2.913
H 1.788 6.351 -1.905
H -0.211 6.021 -0.499
H -1.057 3.764 -0.062
H -4.539 -0.007 -0.500
H -5.947 -1.083 -2.189
H -5.099 -3.016 -3.464
H -2.815 -3.857 -3.083
H -1.351 -2.756 -1.449
H -2.999 -2.365 2.092
H -4.425 -2.237 4.087
H -5.238 -0.053 4.899
H -4.626 2.025 3.719
H -3.177 1.942 1.736

***

Listing HOMO level for the structures above in their given order: -7.850 -19.030 eV.